DFT (ωB97M-V with the def2-TZVPD basis set) results for 2 unconnected molecules or ions with the total composition C5H5OS in a non-equilibrium geometry.

Geometry (Å):
1 C 0.28 -1.21 0.17
2 H 1.28 -0.56 -1.70
3 O -0.81 1.43 -0.25
4 C 0.76 -0.24 -0.86
5 H -2.06 1.02 1.16
6 H -1.34 -1.29 1.73
7 C 0.12 1.07 -0.94
8 H 0.59 -2.24 0.10
9 C -1.26 0.59 0.76
10 S 1.83 -0.11 0.63
11 H 1.54 2.26 -1.73
12 C -0.92 -0.72 0.94

Summary:
Net charge: +1
Relative energy (zero: lowest compared OMol25 entry of this formula, charge and spin): 116.06 kcal/mol
Calculated total energy: -666.43095 hartree

Atom charges from the Löwdin analysis, given in e for atoms 1 to 6: -0.3070, 0.0975, 0.1070, -0.5151, 0.1055, 0.1301


DFT (ωB97M-V with the def2-TZVPD basis set) results for a single C5H5P5 molecule in a non-equilibrium geometry.

Geometry (Å):
1 P 3.16 -0.28 2.85
2 H 0.91 -0.45 -1.65
3 P 1.51 -1.46 2.04
4 P -1.62 -0.14 3.35
5 H -2.50 0.40 0.49
6 C -0.76 0.39 1.88
7 H -1.34 0.16 -1.41
8 C -1.40 0.41 0.62
9 P 1.85 0.63 4.13
10 H 2.66 -0.34 0.31
11 C 0.64 -0.31 -0.60
12 C -0.74 0.03 -0.47
13 H 0.26 0.53 1.92
14 C 1.54 -0.42 0.49
15 P 0.25 -0.93 4.07

Summary:
Relative energy (zero: lowest compared OMol25 entry of this formula, charge and spin): 54.99 kcal/mol
Calculated total energy: -1900.13068 hartree

Atom charges from the Löwdin analysis, given in e for atoms 1 to 6: 0.1870, 0.1011, 0.3960, 0.5567, 0.1136, -0.5875


DFT (ωB97M-V with the def2-TZVPD basis set) results for a single C5H6 molecule in a non-equilibrium geometry.

Geometry (Å):
1 C -2.01 -0.31 -1.75
2 C -1.18 -0.41 -0.87
3 C -0.80 0.02 0.78
4 C 1.70 0.18 0.16
5 H 2.58 -0.12 0.73
6 H -1.70 -0.08 1.37
7 H -2.72 -0.29 -2.53
8 C 0.47 -0.06 0.93
9 H 1.65 -0.45 -0.73
10 H 1.78 1.22 -0.14
11 H 0.23 0.30 2.05

Summary:
Structure (SMILES): C#C/C=C\C
Relative energy (zero: lowest compared OMol25 entry of this formula, charge and spin): 99.16 kcal/mol
Calculated total energy: -193.92246 hartree

Atom charges from the Löwdin analysis, given in e for atoms 1 to 6: 0.0336, -0.0918, -0.0889, -0.0834, 0.0741, 0.0892


DFT (ωB97M-V with the def2-TZVPD basis set) results for a single C5H6 molecule in a non-equilibrium geometry.

Geometry (Å):
1 H -1.84 0.97 -0.11
2 C 3.10 -0.54 -0.13
3 H -0.15 -0.14 1.64
4 C 2.16 0.47 -0.35
5 C 0.93 0.20 0.07
6 C -0.20 -0.15 0.60
7 C -1.39 0.02 -0.30
8 H 2.91 -1.56 -0.09
9 H -2.12 -0.72 -0.14
10 H -0.90 -0.11 -1.28
11 H 2.56 1.51 -0.46

Summary:
Relative energy (zero: lowest compared OMol25 entry of this formula, charge and spin): 114.64 kcal/mol
Calculated total energy: -193.89779 hartree

Atom charges from the Löwdin analysis, given in e for atoms 1 to 6: 0.0718, 0.1142, 0.0987, -0.2581, -0.0444, -0.1326


DFT (ωB97M-V with the def2-TZVPD basis set) results for 2 unconnected molecules or ions with the total composition C5H6 in a non-equilibrium geometry.

Geometry (Å):
1 H 2.59 -0.07 0.44
2 H -1.91 -1.29 -0.67
3 H -0.28 2.43 -1.84
4 H 1.13 0.92 -0.37
5 C 1.42 -0.04 0.25
6 C -1.18 0.65 -0.86
7 C -1.62 -0.44 -0.19
8 H 0.56 -1.55 1.63
9 C 0.60 -0.78 0.88
10 C -0.64 1.56 -1.42
11 H -1.95 -0.15 0.79

Summary:
Relative energy (zero: lowest compared OMol25 entry of this formula, charge and spin): 127.06 kcal/mol
Calculated total energy: -193.87800 hartree

Atom charges from the Löwdin analysis, given in e for atoms 1 to 6: 0.1031, 0.0322, 0.0203, 0.0583, -0.1402, -0.2925


DFT (ωB97M-V with the def2-TZVPD basis set) results for a molecular structure, C5H62IO32PS.

Geometry (Å):
1 H -3.55 -1.68 3.25
2 H -6.19 2.15 6.59
3 H 5.38 2.80 -1.77
4 H -5.09 0.27 2.40
5 H -0.44 1.20 -4.42
6 H 7.11 -1.11 -0.92
7 H -0.36 1.82 0.67
8 H -2.61 2.38 0.28
9 H -1.06 -2.40 2.23
10 H -4.49 1.67 2.56
11 H -1.16 4.51 2.86
12 H 5.81 -0.01 -2.74
13 H 2.69 0.00 -2.50
14 H 2.52 0.28 0.54
15 H 5.40 -3.36 -1.34
16 H -3.50 4.98 1.25
17 H 5.79 -8.79 -6.05
18 H -4.17 2.04 4.60
19 H 0.46 -1.07 4.50
20 H 1.04 4.67 5.00
21 H -1.54 -0.33 0.99
22 O -1.23 -3.69 -3.53
23 O -3.44 2.65 4.43
24 H 5.28 -0.22 -4.17
25 C 2.36 0.69 -0.46
26 O 5.14 -6.47 -3.40
27 O 1.00 3.87 4.46
28 O -3.28 2.68 0.90
29 O 3.20 0.62 -5.24
30 H 1.75 7.20 4.91
31 H 2.33 -1.29 -1.35
32 H 4.92 -5.67 -3.90
33 H 0.06 3.66 4.42
34 H -5.20 0.64 -1.02
35 H 0.13 -1.29 -1.38
36 H -5.46 -1.25 5.06
37 H 5.70 -4.84 -1.58
38 O 2.01 6.50 5.51
39 H 5.56 -7.40 -5.47
40 H -2.17 -4.99 -0.64
41 O -3.02 -1.56 2.45
42 H -3.09 2.82 5.31
43 O 0.99 1.05 -0.68
44 H -3.04 -2.41 2.00
45 I 1.10 -4.33 -0.73
46 O -5.28 1.14 2.76
47 O -1.78 4.79 3.54
48 H 0.73 -2.48 3.97
49 H -2.06 -3.97 -3.13
50 O 5.64 -7.87 -6.31
51 H 2.28 0.39 -5.04
52 O -4.13 2.71 -2.68
53 H 2.82 6.81 5.93
54 O 6.88 -4.07 0.81
55 O -4.57 -0.97 4.83
56 O 5.99 0.18 -3.67
57 O 0.33 1.78 -4.47
58 C 0.12 0.87 0.40
59 H 3.90 -0.50 -1.31
60 O -3.65 -0.49 -2.30
61 H -5.24 3.06 7.34
62 H 6.09 -4.52 0.50
63 O -0.82 -3.11 1.60
64 C -0.99 -0.10 0.07
65 C 2.84 -0.33 -1.47
66 H -4.07 -0.60 -4.37
67 H -4.33 3.15 -1.84
68 H -0.27 4.62 0.64
69 H -3.17 6.04 2.29
70 H -4.03 2.09 0.73
71 C -0.59 -1.42 -0.56
72 H -1.42 -5.92 -1.56
73 H -4.07 0.07 -5.74
74 H -1.45 -2.94 -4.09
75 H 0.68 4.18 1.76
76 H -2.50 4.14 3.55
77 H 0.61 0.49 1.30
78 H 3.12 1.44 -5.74
79 P 0.34 -2.48 0.63
80 O -5.82 0.95 -0.34
81 H 6.79 -4.03 1.77
82 H 4.71 2.03 -2.89
83 O 0.59 -1.57 3.68
84 H 0.64 1.84 -3.56
85 O -5.25 2.30 6.76
86 S -2.26 -0.59 -2.00
87 O -4.27 -0.76 -5.30
88 O 4.99 -4.23 -1.35
89 O -2.31 -5.64 -1.33
90 O -1.97 0.46 -0.86
91 H -6.58 0.37 -0.44
92 H 4.30 -6.75 -3.02
93 H -3.98 1.79 -2.44
94 O -3.64 5.91 1.45
95 O 4.69 2.14 -1.93
96 O 6.30 -0.64 -0.70
97 H 2.97 1.58 -0.56
98 H 6.57 0.26 -0.52
99 O -0.10 3.90 1.26
100 O -1.86 -1.86 -1.15
101 H -4.68 -0.14 4.35
102 O -1.36 -0.52 -3.09

Summary:
Calculated total energy: -3672.63601 hartree

Atom charges from the Löwdin analysis, given in e for atoms 1 to 6: 0.0153, 0.0468, 0.0506, 0.0358, 0.0169, 0.0550


DFT (ωB97M-V with the def2-TZVPD basis set) results for 30 unconnected molecules or ions with the total composition C5H65ClN2O30P in a non-equilibrium geometry.

Geometry (Å):
1 H -4.01 -1.53 1.68
2 O -5.59 -3.06 2.50
3 H -3.51 -6.10 -0.06
4 H 2.55 -3.79 -1.97
5 H -4.55 -1.01 4.06
6 O -4.27 3.09 -4.91
7 H 3.15 -1.49 0.88
8 H -1.49 3.18 -3.89
9 O 4.24 1.99 1.14
10 O -1.39 -3.62 -0.97
11 C -4.22 0.68 1.36
12 O -1.83 0.19 -2.40
13 C -2.00 -0.53 1.37
14 H 0.98 3.37 -1.97
15 H 7.37 3.20 5.21
16 H -6.71 4.62 3.08
17 O -0.86 -2.37 3.98
18 H -1.47 2.81 0.81
19 H 3.58 -2.86 -1.34
20 H 4.86 1.28 1.37
21 O 3.94 -2.04 0.94
22 H 0.01 4.03 -0.99
23 H -0.23 -1.72 3.66
24 H -1.40 -1.89 4.62
25 H 6.40 1.22 3.15
26 H -5.27 3.78 -1.35
27 H -4.40 2.14 -4.85
28 H -3.16 -0.23 -3.70
29 N 1.25 1.19 2.38
30 C -3.45 -0.58 1.50
31 H 0.78 -0.79 -0.55
32 H 6.58 -0.53 -0.83
33 H -1.55 -4.03 -0.11
34 O -4.03 -0.22 -4.13
35 H 4.69 2.48 0.44
36 O 1.99 -4.93 -4.12
37 P 0.45 0.76 0.91
38 O 6.24 -1.42 -0.66
39 H -2.07 0.53 -1.53
40 O -6.73 -3.72 -0.20
41 H 2.52 4.44 -1.31
42 O -0.70 2.64 -3.83
43 O -6.47 4.26 2.22
44 H -4.49 3.41 -4.03
45 H -2.90 7.45 1.41
46 H -2.36 8.71 0.75
47 O -2.76 7.86 0.55
48 H -3.53 -5.60 1.38
49 H -6.59 5.85 -2.38
50 C -2.03 1.86 1.01
51 H -1.95 -0.77 -2.31
52 H 3.60 -2.92 1.14
53 H 5.66 -3.70 3.35
54 H -6.61 3.31 2.31
55 H -6.16 -4.37 -0.62
56 H 7.70 -3.93 1.08
57 H 2.36 -4.83 -5.01
58 O 0.60 3.28 -1.08
59 H 4.55 -3.81 -7.09
60 H -4.21 -1.14 -4.33
61 H 5.62 -1.31 0.07
62 O 2.73 -2.86 -1.79
63 H -6.04 -3.67 1.91
64 H 2.05 1.77 2.08
65 H -0.97 -2.78 -0.77
66 O 2.86 5.32 -1.51
67 H 9.08 -1.82 -0.26
68 N -1.34 0.67 1.13
69 H 7.16 -0.09 2.96
70 O 7.13 -3.28 1.50
71 H 9.39 -2.41 1.10
72 H 7.18 -2.51 0.92
73 O 5.28 -3.79 4.23
74 O -1.65 5.18 -1.01
75 O 6.52 0.49 2.52
76 H 4.70 -3.03 4.31
77 H -6.19 -2.31 2.57
78 H 0.69 1.79 2.99
79 O -3.27 -5.34 0.48
80 H 4.23 -3.46 -5.64
81 H -4.82 2.35 -1.09
82 H -2.28 5.92 -0.93
83 O 6.57 3.13 4.67
84 H -4.12 -2.44 4.32
85 H -1.46 -1.51 1.45
86 O 2.98 -5.58 -0.84
87 H -1.03 1.76 -3.63
88 H -5.62 5.20 -3.35
89 H -6.67 -2.95 -0.78
90 O 0.86 -0.85 0.43
91 H 1.40 -4.17 -4.03
92 Cl -6.00 0.77 1.48
93 O -3.77 -1.56 4.12
94 H -3.97 2.92 0.99
95 O -4.47 3.23 -1.28
96 H 6.20 4.02 4.69
97 O -6.00 5.10 -2.47
98 H 2.07 5.87 -1.57
99 H 2.73 -5.84 0.05
100 C -3.49 1.93 1.11
101 O 4.14 -4.17 -6.29
102 H 2.74 -6.34 -1.38
103 H -2.10 4.55 -1.58
104 O 9.80 -1.96 0.36

Summary:
Net charge: +1
Calculated total energy: -3397.51747 hartree

Atom charges from the Löwdin analysis, given in e for atoms 1 to 6: 0.0977, -0.0682, 0.0529, -0.0107, 0.0368, -0.0485


DFT (ωB97M-V with the def2-TZVPD basis set) results for a molecular structure, C5H6AgLiO4 in a non-equilibrium geometry.

Geometry (Å):
1 C 0.42 -1.53 0.54
2 Li 0.29 1.10 -0.05
3 O 1.43 2.68 -0.11
4 O 1.22 -0.50 0.06
5 H 0.43 -1.55 1.65
6 C 2.66 2.61 -0.19
7 H -1.08 -1.55 -1.01
8 H -2.07 0.45 -1.57
9 C -2.16 0.80 -0.51
10 Ag 3.38 -0.14 -0.70
11 H 0.80 -2.53 0.23
12 O 3.42 1.71 -0.56
13 C -1.04 -1.40 0.09
14 H -1.73 0.21 1.49
15 O -2.68 1.96 -0.33
16 C -1.66 -0.07 0.43
17 H -1.61 -2.24 0.54

Summary:
Net charge: -1
Calculated total energy: -649.57939 hartree
Spin multiplicity: 2

Atom charges from the Löwdin analysis, given in e for atoms 1 to 6: -0.4499, 0.6227, -0.0979, -0.4793, 0.0944, -0.4517


DFT (ωB97M-V with the def2-TZVPD basis set) results for a molecular structure, C5H6AgO2 in a non-equilibrium geometry.

Geometry (Å):
1 H 0.03 0.62 1.95
2 H 1.55 0.97 0.03
3 C 1.30 0.50 -1.99
4 O 0.41 -1.72 0.93
5 H -1.44 0.77 -0.77
6 C -0.83 -1.00 0.56
7 Ag -0.24 -1.87 -1.21
8 C -0.57 0.50 -0.16
9 H 0.16 -2.47 1.48
10 H 0.63 2.17 -0.84
11 C -0.82 0.43 1.29
12 O 0.89 -0.68 -2.27
13 C 0.72 1.08 -0.69
14 H -1.80 0.69 1.70

Summary:
Relative energy (zero: lowest compared OMol25 entry of this formula, charge and spin): 0.00 kcal/mol
Calculated total energy: -491.29248 hartree
Spin multiplicity: 2

Atom charges from the Löwdin analysis, given in e for atoms 1 to 6: 0.1043, 0.1275, 0.0104, -0.2232, 0.1196, -0.3428


DFT (ωB97M-V with the def2-TZVPD basis set) results for 2 unconnected molecules or ions with the total composition C5H6BF4N2O3S in a non-equilibrium geometry.

Geometry (Å):
1 O -3.70 0.42 1.09
2 H 0.55 2.21 1.43
3 C 0.36 2.77 -0.60
4 F 0.98 -4.76 -1.21
5 H -1.66 2.06 1.94
6 F 1.47 -2.88 -2.46
7 B 1.51 -3.45 -1.17
8 F 0.72 -2.65 -0.28
9 C 0.61 0.40 0.25
10 O -2.80 0.56 -1.13
11 N 0.71 3.41 -1.46
12 N 3.25 0.69 0.11
13 C 2.14 0.58 0.11
14 H -1.93 2.73 0.33
15 C 0.02 1.81 0.54
16 H 0.27 -0.04 -0.72
17 O 0.42 -0.47 1.34
18 H 0.25 -1.33 0.91
19 S -2.49 0.43 0.27
20 H -1.87 -0.77 0.48
21 F 2.84 -3.49 -0.71
22 C -1.52 1.85 0.86

Summary:
Net charge: -1
Calculated total energy: -1352.11873 hartree

Atom charges from the Löwdin analysis, given in e for atoms 1 to 6: -0.3780, 0.1557, -0.1875, 0.0798, 0.1134, 0.0786